1.
Formula: C5H12N3S2
Source: the OMol25 dataset
Level of theory: wB97M-V/def2-TZVPD

```
22
Properties=species:S:1:pos:R:3:mulliken_charge:R:1
C -0.555 -0.347 0.459 0.305
C -0.072 1.643 -2.129 -1.046
C 0.805 -1.437 3.606 -0.850
C 0.388 0.238 -2.213 -0.165
C -0.661 -0.840 -1.814 -0.593
N -0.355 0.745 2.609 -0.333
N -0.780 0.407 1.388 -0.009
N -0.805 -1.180 -0.428 -0.178
S 2.315 -0.272 1.455 -0.175
S 1.430 0.194 3.098 0.278
H -0.244 2.179 -1.163 0.292
H 0.665 2.220 -2.743 0.325
H -1.072 1.756 -2.671 0.301
H -0.122 -1.457 4.264 0.338
H 1.726 -1.851 3.916 0.402
H 0.514 -2.022 2.764 0.336
H 1.345 0.235 -1.596 0.142
H 0.727 -0.057 -3.335 0.324
H -1.623 -0.568 -2.196 0.340
H -0.413 -1.824 -2.215 0.343
H -0.682 1.676 2.843 0.256
H -1.393 -2.123 -0.201 0.366
```

Output
- electronic energy (eV) = -31509.760
- charge = +1
- largest force on an atom (Eh/bohr) = 0.09518
- orbital gap (eV) = 8.833

***

2.
Formula: C3H3CsFO3
Source: the OMol25 dataset
Level of theory: wB97M-V/def2-TZVPD

```
11
Properties=species:S:1:pos:R:3:mulliken_charge:R:1
H -2.800 -1.824 -0.020 0.317
C -2.334 -0.834 -0.184 0.043
C -3.203 0.365 -0.082 -0.112
H -3.517 -0.071 -1.184 0.154
F -2.622 1.581 -0.339 -0.239
H -3.901 0.376 0.764 0.294
O -1.428 -0.423 0.586 -0.455
O 7.189 -0.420 -0.268 -0.313
O 4.939 0.065 -0.023 -0.435
C 6.068 -0.188 -0.139 0.740
Cs 1.608 1.372 0.890 1.007
```

Output
- electronic energy (eV) = -12559.165
- charge = +1
- largest force on an atom (Eh/bohr) = 0.19010
- orbital gap (eV) = 8.683

***

3.
Formula: C5H8N2
Source: the OMol25 dataset
Level of theory: wB97M-V/def2-TZVPD

```
15
Properties=species:S:1:pos:R:3:mulliken_charge:R:1
C 2.591 0.200 -0.045 -0.955
C 1.325 0.275 0.444 0.507
C 0.309 0.382 -0.618 -0.401
N -0.833 -0.254 0.033 0.038
C -2.193 -0.291 -0.458 -0.834
C -0.479 -0.335 1.359 0.099
N 0.730 0.011 1.687 -0.652
H 2.742 -0.479 -0.884 0.270
H 3.484 0.543 0.444 0.236
H 1.054 0.106 -1.436 0.196
H 0.055 1.408 -0.918 0.275
H -2.252 -0.952 -1.327 0.274
H -2.862 -0.682 0.318 0.291
H -2.563 0.703 -0.750 0.320
H -1.194 -0.748 2.077 0.335
```

Output
- electronic energy (eV) = -8292.175
- charge = 0
- SMILES = C=C1CN(C)C=N1
- largest force on an atom (Eh/bohr) = 0.04368
- orbital gap (eV) = 8.490

***

4.
Formula: C9H11O2
Source: the OMol25 dataset
Level of theory: wB97M-V/def2-TZVPD

```
22
Properties=species:S:1:pos:R:3:mulliken_spin:R:1
C 0.338 3.689 -0.095 1.361
C 0.498 -0.092 -0.523 -0.549
C 0.853 1.225 -0.396 2.148
C -0.854 -0.446 -0.276 0.616
C -0.107 2.243 -0.065 -4.106
C -1.752 0.472 0.190 -0.578
C -1.373 1.843 0.210 2.622
H 1.250 -0.713 -0.973 0.021
H 1.840 1.671 -0.437 0.432
H -1.126 -1.486 -0.380 0.069
H -2.685 0.145 0.632 -0.175
H 1.076 3.840 0.707 -0.317
H -0.527 4.317 0.149 -0.931
H -2.152 2.605 0.263 0.350
H 0.680 4.045 -1.060 0.019
C 0.720 -3.300 0.947 0.017
C 0.399 -3.330 -0.574 0.001
O -0.665 -3.924 -0.893 -0.004
O 1.239 -2.846 -1.365 0.007
H 0.773 -2.308 1.408 -0.007
H 1.663 -3.838 1.057 0.000
H -0.090 -3.811 1.476 0.002
```

Output
- electronic energy (eV) = -13604.159
- expectation value of S² = 0.7506
- charge = -2
- largest force on an atom (Eh/bohr) = 0.04780
- 2S+1 = 2
- orbital gap (alpha / beta) (eV) = 2.800 / 8.221

***

5.
Formula: C10H12N
Source: the OMol25 dataset
Level of theory: wB97M-V/def2-TZVPD

```
23
Properties=species:S:1:pos:R:3:mulliken_charge:R:1
C 1.545 -2.982 -0.150 -0.095
C 0.222 -2.519 -0.272 -0.507
C 2.645 -2.229 0.203 -0.557
C 2.681 -0.847 0.341 0.085
C -0.248 -1.284 -0.434 0.394
C 1.660 1.068 -0.665 -0.263
C -1.141 -0.352 -0.662 -0.591
C -1.409 0.785 0.175 -0.231
C -2.365 1.690 -0.096 -0.077
C -2.724 2.807 0.807 -1.195
N 1.750 -0.021 -0.052 -0.124
H 1.674 -4.056 -0.153 0.377
H -0.540 -3.282 -0.119 0.356
H 3.551 -2.754 0.472 0.341
H 3.497 -0.417 0.917 0.410
H 0.735 1.625 -0.636 0.294
H 2.461 1.441 -1.297 0.297
H -1.681 -0.389 -1.604 0.303
H -0.847 0.857 1.096 0.436
H -2.946 1.602 -1.004 0.367
H -1.906 3.077 1.472 0.331
H -3.571 2.504 1.426 0.309
H -3.043 3.677 0.238 0.338
```

Output
- electronic energy (eV) = -12043.928
- charge = +1
- largest force on an atom (Eh/bohr) = 0.01849
- orbital gap (eV) = 6.935

***

6.
Formula: C3H4N2OS
Source: the OMol25 dataset
Level of theory: wB97M-V/def2-TZVPD

```
11
Properties=species:S:1:pos:R:3:mulliken_charge:R:1
C -0.775 -1.191 0.376 0.152
C 0.628 -1.007 0.236 -0.349
C -1.664 0.881 -0.322 -0.053
N -1.720 -0.430 0.079 -0.385
N 2.614 0.653 -0.223 -0.569
O -1.389 1.887 0.311 -0.500
S 1.058 0.605 -0.113 0.423
H -1.183 -2.238 0.717 0.297
H 1.389 -1.753 0.613 0.315
H -2.008 1.057 -1.296 0.407
H 3.050 1.536 -0.377 0.262
```

Output
- electronic energy (eV) = -19035.282
- charge = 0
- largest force on an atom (Eh/bohr) = 0.07464
- orbital gap (alpha / beta) (eV) = 7.612 / 7.539

***

7.
Formula: C5H10N3
Source: the OMol25 dataset
Level of theory: wB97M-V/def2-TZVPD

```
18
Properties=species:S:1:pos:R:3:mulliken_charge:R:1
C 0.817 -0.142 -0.247 0.369
C 3.276 -0.452 -0.250 -0.226
C -1.465 -0.062 -0.272 -0.586
C -1.274 -1.452 0.392 -0.416
C -0.109 2.017 0.202 -0.871
N 2.035 -0.204 -0.137 -0.111
N -0.221 0.639 -0.198 0.142
N -0.177 -2.171 -0.075 -0.508
H 3.769 -0.294 0.686 0.308
H 3.486 -0.782 -1.313 0.293
H -1.819 -0.299 -1.378 0.263
H -2.271 0.548 0.216 0.379
H -1.295 -1.182 1.544 0.260
H -2.193 -1.910 0.177 0.430
H -0.962 2.366 0.853 0.333
H 0.781 2.037 0.823 0.351
H -0.075 2.830 -0.567 0.287
H 0.537 -2.607 0.549 0.302
```

Output
- electronic energy (eV) = -9805.519
- charge = +1
- largest force on an atom (Eh/bohr) = 0.09231
- orbital gap (alpha / beta) (eV) = 7.968 / 8.153

***

8.
Formula: C28H42BiN2O9P2SSe
Source: the OMol25 dataset
Level of theory: wB97M-V/def2-TZVPD

```
86
Properties=species:S:1:pos:R:3:mulliken_charge:R:1
Bi 15.436 19.174 10.578 1.000
O 15.485 15.538 12.285 -0.547
C 15.875 16.669 12.187 0.129
O 15.136 17.773 12.202 -0.658
C 17.388 16.953 11.947 0.386
C 18.262 16.975 13.054 -0.441
C 19.606 17.175 12.905 -0.688
C 20.142 17.449 11.631 -0.420
C 19.286 17.486 10.500 -0.697
C 17.955 17.158 10.663 0.752
S 16.842 17.193 9.365 -0.505
H 17.843 16.729 14.007 0.396
H 20.332 17.154 13.696 0.362
H 21.185 17.623 11.483 0.372
H 19.647 17.782 9.552 0.425
C 9.887 18.583 4.755 -2.014
C 11.406 18.872 4.801 0.796
C 11.895 20.082 5.662 -1.282
O 12.274 17.767 4.880 -0.291
P 12.012 16.499 5.832 0.662
O 12.915 16.592 7.070 -0.630
C 10.249 15.928 5.946 -0.263
P 9.392 16.438 7.483 0.679
O 10.212 17.415 8.222 -0.736
O 7.801 16.828 7.297 -0.322
C 6.983 17.874 6.731 0.741
C 5.778 17.194 6.019 -1.278
C 6.755 18.876 8.017 -1.009
O 9.220 14.984 8.080 -0.482
C 9.635 14.330 9.308 0.428
C 11.116 14.677 9.687 -1.132
C 8.496 14.749 10.235 -1.121
O 12.018 15.538 4.555 -0.331
C 13.276 15.240 3.583 0.541
C 13.569 13.861 3.685 -1.431
C 14.524 16.079 4.056 -1.385
H 9.434 19.404 4.261 0.633
H 9.387 18.527 5.710 0.215
H 9.666 17.678 4.178 0.607
H 11.556 19.076 3.717 0.224
H 10.959 20.632 5.845 0.391
H 12.637 20.706 5.100 0.302
H 12.305 19.859 6.670 0.293
H 10.227 14.867 5.760 0.694
H 10.089 16.615 5.129 -0.179
H 7.528 18.484 5.958 0.105
H 5.124 16.720 6.822 0.248
H 6.040 16.322 5.406 0.343
H 5.193 17.899 5.419 0.373
H 6.253 18.199 8.739 0.254
H 6.274 19.875 8.006 0.337
H 7.775 18.916 8.426 0.285
H 9.428 13.328 8.965 0.328
H 11.149 15.767 9.739 0.293
H 11.825 14.378 8.918 0.270
H 11.388 14.185 10.626 0.409
H 8.812 15.484 10.996 0.304
H 8.143 13.861 10.783 0.374
H 7.679 15.192 9.651 0.226
H 13.005 15.781 2.674 0.258
H 14.064 13.578 4.625 0.331
H 14.264 13.647 2.889 0.458
H 12.746 13.249 3.296 0.372
H 14.634 15.919 5.124 0.433
H 14.428 17.168 4.044 0.238
H 15.441 15.821 3.529 0.428
O 16.974 19.964 11.285 -0.854
C 16.812 8.374 12.094 -0.877
N 16.288 8.951 10.910 0.186
C 16.916 9.977 10.199 -0.105
Se 18.450 10.851 10.597 -0.248
N 16.113 10.071 9.085 0.010
C 15.102 9.045 8.979 0.549
C 14.134 8.765 8.064 -1.054
C 13.399 7.643 8.290 -0.314
C 13.606 6.810 9.458 -0.733
C 14.540 7.161 10.376 -0.209
C 15.294 8.339 10.192 0.463
H 17.735 8.889 12.366 0.199
H 17.062 7.316 11.904 0.348
H 16.035 8.346 12.861 0.304
H 16.226 10.703 8.380 0.057
H 14.022 9.373 7.169 0.373
H 12.746 7.278 7.534 0.375
H 13.001 5.899 9.444 0.338
H 14.639 6.522 11.271 0.335
```

Output
- electronic energy (eV) = -151725.719
- charge = -1
- largest force on an atom (Eh/bohr) = 0.12023
- orbital gap (eV) = 5.847